# C9H15Br2ClNO6PS

An isolated molecule of C9H15Br2ClNO6PS at a distorted geometry (ωB97M-V with the def2-TZVPD basis set, the OMol25 dataset).

- LUMO (eV) = -1.02
- charge = 0
- orbital gap (eV) = 7.792
- E (eV) = -196074.843

```
36
Properties=species:S:1:pos:R:3:nbo_charge:R:1
C 1.31 3.55 0.93 -0.38
H 0.63 -4.75 1.43 0.25
P 0.95 -0.26 -2.39 1.34
C 0.55 -3.58 1.17 -0.70
H -2.07 -1.23 1.16 0.23
H 2.48 3.76 0.92 0.24
H -1.07 2.51 0.65 0.24
H -3.09 1.66 0.93 0.37
O -0.24 0.72 -3.20 -0.98
C -0.53 0.33 0.25 0.26
H 1.84 1.79 -0.55 0.24
C 0.35 -0.78 -0.61 -0.12
Br -1.76 -2.20 -2.49 0.05
Cl 0.45 5.19 0.82 -0.10
C -0.39 -3.44 -0.16 -0.04
C -0.51 1.90 -0.21 -0.49
O 1.71 -1.13 2.90 -0.82
N -2.87 0.76 1.44 -0.85
H 0.99 3.29 -1.31 0.24
H -0.38 0.41 -4.16 0.50
H -2.43 0.95 2.36 0.38
C 0.97 2.58 -0.36 -0.46
C -2.07 -0.19 0.58 -0.25
O 1.63 -0.78 0.10 -0.67
O 2.73 0.90 2.09 -0.79
C -0.46 -2.17 -0.92 -0.14
O 0.02 0.41 1.65 -0.68
H 1.02 2.97 1.91 0.23
O 1.45 -1.64 -3.32 -0.96
H -0.01 -3.11 2.09 0.26
H -2.63 -0.26 -0.46 0.22
S 1.66 -0.17 1.69 2.28
H 0.76 -1.89 -4.03 0.49
Br -1.50 -5.03 -0.75 0.07
H 1.66 -3.21 1.05 0.26
H -1.16 2.11 -1.19 0.25
```